Molecular formula: C6H24Br2N12O6Y
Method: DFT, the ωB97M-V functional and the def2-TZVPD basis

Charge = +1
Frontier orbital gap = 5.5 eV
ΔE to the lowest compared entry with this formula, charge and spin = 350.4 kcal per mole

Atoms and positions in Å:
1 Y -15.55 20.43 -15.47
2 Br -14.03 24.03 -15.51
3 Br -12.37 18.91 -14.05
4 C -17.82 21.98 -19.41
5 O -17.37 21.52 -18.37
6 N -18.82 21.44 -20.03
7 N -17.54 23.08 -20.04
8 H -19.15 20.63 -19.52
9 H -19.27 21.75 -20.87
10 H -16.81 23.69 -19.72
11 H -17.94 23.24 -20.95
12 C -16.26 21.61 -10.73
13 O -15.96 21.31 -11.87
14 N -16.79 22.76 -10.38
15 N -16.25 20.80 -9.75
16 H -16.89 22.91 -9.39
17 H -16.86 23.49 -11.07
18 H -15.90 19.89 -10.00
19 H -16.42 21.15 -8.81
20 C -16.26 16.08 -17.62
21 O -15.81 17.06 -17.02
22 N -15.60 14.98 -17.95
23 N -17.51 15.88 -18.05
24 H -14.70 14.82 -17.52
25 H -16.18 14.26 -18.36
26 H -18.15 16.59 -17.72
27 H -17.82 15.05 -18.52
28 C -19.85 22.70 -14.11
29 O -18.77 22.21 -14.51
30 N -20.35 22.31 -13.01
31 N -20.60 23.52 -14.74
32 H -21.22 22.74 -12.73
33 H -20.15 21.40 -12.60
34 H -20.24 23.76 -15.65
35 H -21.46 23.84 -14.33
36 C -18.31 17.16 -12.99
37 O -17.60 17.92 -13.54
38 N -19.57 17.13 -13.22
39 N -17.99 16.32 -11.95
40 H -20.17 16.92 -12.44
41 H -19.96 17.44 -14.10
42 H -17.05 16.18 -11.60
43 H -18.71 15.80 -11.48
44 C -12.18 20.64 -19.20
45 O -13.11 20.43 -18.43
46 N -12.31 21.32 -20.35
47 N -10.95 20.34 -18.97
48 H -11.47 21.53 -20.86
49 H -13.23 21.56 -20.68
50 H -10.24 20.70 -19.58
51 H -10.84 20.02 -18.02